Molecular formula: C51H44FN7O2SiY
Method: DFT, ωB97M-V/def2-TZVPD

Geometry as XYZ:
```
107
Properties=species:S:1:pos:R:3:lowdin_charge:R:1
Y -0.3229 -0.0632 -0.3470 1.107
O -2.9583 2.9014 -2.2131 0.014
C -2.1800 2.2998 -1.4749 -0.537
N -2.1505 1.0020 -1.1899 -0.077
C -3.4644 0.3828 -1.1329 -0.178
C -3.4176 -0.6539 -0.0334 -0.256
C -4.4468 -1.5847 0.0900 -0.046
C -4.3985 -2.5093 1.1296 -0.042
C -3.3294 -2.4757 2.0168 -0.050
C -2.3526 -1.5117 1.8261 -0.270
N -2.3758 -0.6042 0.8332 0.054
C -1.0960 3.0339 -0.7689 -0.149
C -0.8619 4.3769 -1.0387 0.009
C 0.1577 5.0195 -0.3430 -0.030
C 0.8957 4.3010 0.5933 -0.037
C 0.5822 2.9639 0.7964 -0.320
N -0.3940 2.3124 0.1404 0.111
H -3.7131 -0.1079 -2.0816 0.067
H -4.2803 1.0757 -0.8894 0.138
H -5.2675 -1.5779 -0.6176 0.101
H -5.1881 -3.2435 1.2425 0.100
H -3.2566 -3.1782 2.8366 0.083
H -1.4956 -1.4345 2.4859 -0.007
H -1.4667 4.8924 -1.7751 0.114
H 0.3687 6.0665 -0.5309 0.106
H 1.6954 4.7685 1.1541 0.127
H 1.1238 2.3589 1.5157 -0.051
N 1.5218 1.2716 0.1040 -0.058
C 1.8971 1.9646 -1.0733 -0.197
C 2.9994 2.8313 -1.0118 -0.002
C 3.4060 3.5332 -2.1404 -0.068
C 2.7131 3.3726 -3.3360 -0.028
C 1.6075 2.5083 -3.4125 -0.162
C 0.9101 2.3474 -4.6182 0.010
C -0.1804 1.4913 -4.6831 -0.011
C -0.5401 0.8201 -3.5335 -0.060
N 0.1057 0.9490 -2.3563 0.031
C 1.1749 1.7833 -2.2777 -0.201
H 2.2965 0.7267 0.5095 0.089
H 1.3500 1.9029 0.9000 -0.070
H 3.5444 2.9608 -0.0811 0.127
H 4.2599 4.2035 -2.0894 0.102
H 3.0403 3.9272 -4.2130 0.108
H 1.2133 2.8879 -5.5113 0.116
H -0.7335 1.3520 -5.6043 0.110
H -1.3841 0.1369 -3.5214 0.113
C -1.1795 -3.8568 4.6069 -0.087
C -1.5202 -3.6240 3.2776 -0.101
C -0.9968 -2.5183 2.6021 -0.267
C -0.1195 -1.6259 3.2468 -0.252
C 0.2152 -1.8813 4.5889 -0.079
C -0.3133 -2.9858 5.2622 -0.120
Si 0.5803 -0.1662 2.3096 0.747
C -0.0068 1.4235 3.0965 -0.214
C 0.5632 2.6533 2.7089 -0.159
C 0.1289 3.8596 3.2654 -0.048
C -0.8883 3.8641 4.2143 -0.094
C -1.4730 2.6634 4.6053 -0.094
C -1.0403 1.4552 4.0501 -0.070
C 2.4383 -0.2936 2.5320 -0.280
C 3.1228 0.3615 3.5716 -0.099
C 4.5094 0.2452 3.7037 -0.106
C 5.2367 -0.5314 2.8057 -0.112
C 4.5779 -1.1947 1.7745 -0.076
C 3.1921 -1.0778 1.6372 -0.089
H -1.5852 -4.7178 5.1308 0.097
H -2.1924 -4.3058 2.7628 0.110
H -1.2835 -2.3704 1.5619 0.028
H 0.8946 -1.2234 5.1293 0.102
H -0.0426 -3.1668 6.2992 0.085
H 1.3627 2.6899 1.9689 0.057
H 0.5866 4.7951 2.9547 0.102
H -1.2270 4.8016 4.6464 0.094
H -2.2715 2.6630 5.3428 0.094
H -1.5331 0.5406 4.3777 0.102
H 2.5876 0.9729 4.2972 0.100
H 5.0202 0.7617 4.5121 0.091
H 6.3132 -0.6232 2.9127 0.091
H 5.1416 -1.8087 1.0770 0.100
H 2.7106 -1.6187 0.8236 0.069
N -5.0855 -2.3854 -3.9175 0.170
C -3.9128 -2.9562 -4.3267 -0.492
O -3.9201 -3.7689 -5.2448 0.030
C -2.6476 -2.5797 -3.6495 -0.107
C -1.4514 -3.1677 -4.0734 0.016
C -0.2511 -2.8289 -3.4515 0.018
C -0.2851 -1.9072 -2.4188 -0.149
N -1.4183 -1.3173 -1.9801 0.002
C -2.5719 -1.6677 -2.6057 -0.070
H -5.9214 -2.6749 -4.4110 0.110
H -5.1948 -1.7101 -3.1778 0.084
H -1.4521 -3.8896 -4.8876 0.118
H 0.6858 -3.2747 -3.7669 0.117
H 0.6235 -1.6102 -1.9024 -0.119
H -3.4437 -1.1614 -2.2091 0.027
F 4.5533 -3.6648 -2.7458 0.028
C 3.5547 -2.9164 -2.2595 -0.319
C 2.7002 -3.4534 -1.3021 -0.015
C 1.6606 -2.6731 -0.7964 -0.153
C 1.4861 -1.3663 -1.2522 -0.365
C 2.3478 -0.8359 -2.2124 -0.091
C 3.3881 -1.6143 -2.7196 -0.004
H 2.8494 -4.4717 -0.9581 0.109
H 0.9837 -3.0758 -0.0486 0.089
H 2.2026 0.1828 -2.5600 0.079
H 4.0670 -1.2167 -3.4668 0.105
H -0.6648 -1.9358 0.4134 0.029
```

Computed properties:
- Spin multiplicity: 1
- Kohn-Sham gap: 5.0 eV
- Maximum force: 19.63 eV/A
- LUMO energy: 1.7 eV
- Net charge: -1

***

Molecular formula: C2H3FS
Method: DFT, ωB97M-V/def2-TZVPD

Geometry as XYZ:
```
7
Properties=species:S:1:pos:R:3:lowdin_charge:R:1
C -1.1623 -3.0239 -1.5778 -0.342
C 0.1902 -0.1374 -0.3242 -0.316
F -2.3402 -3.5551 -1.2656 -0.142
S -1.2013 -1.5129 -0.5069 0.734
H -0.1463 0.7400 0.3042 0.056
H 0.3916 0.2040 -1.3119 0.000
H 1.1176 -0.4121 0.1229 0.010
```

Computed properties:
- Spin multiplicity: 1
- Kohn-Sham gap: 9.3 eV
- Maximum force: 1.65 eV/A
- LUMO energy: -0.1 eV
- Net charge: 0

***

Molecular formula: C6H10O
Method: DFT, ωB97M-V/def2-TZVPD

Geometry as XYZ:
```
17
Properties=species:S:1:pos:R:3:lowdin_charge:R:1
C 0.1409 -2.3452 -0.5224 -0.127
C -0.9261 -1.1648 -0.6717 -0.103
C -0.2021 -0.6114 0.5304 -0.360
C -0.2353 0.8499 0.2419 -0.287
C 0.2247 2.0449 0.9937 -0.121
C 0.9699 1.6184 -0.2479 -0.089
O 0.9265 -1.4756 0.3212 -0.090
H -0.1415 -3.2677 -0.0027 0.104
H 0.7475 -2.6165 -1.4036 0.114
H -2.0094 -0.7265 -0.5642 0.142
H -0.6246 -0.6279 -1.5747 0.101
H -0.6859 -0.8563 1.4923 0.157
H -1.3203 0.9164 -0.2023 0.156
H 0.6960 1.9417 1.9638 0.101
H -0.4342 2.9013 0.8901 0.098
H 0.9008 2.2111 -1.1523 0.093
H 1.9730 1.2083 -0.0916 0.109
```

Computed properties:
- Spin multiplicity: 1
- Kohn-Sham gap: 10.8 eV
- Maximum force: 2.97 eV/A
- SMILES string: C1C[C@H](C2CC2)O1
- LUMO energy: 1.1 eV
- Net charge: 0

***

Molecular formula: C18H26CsF5IN2O2
Method: DFT, ωB97M-V/def2-TZVPD

Geometry as XYZ:
```
55
Properties=species:S:1:pos:R:3:lowdin_charge:R:1
Cs 0.4789 -0.1287 0.4663 1.146
C 3.3507 -2.8190 -0.5657 0.005
C 3.8331 -1.4267 -0.2479 -0.382
O 3.0444 -0.5444 0.0083 -0.200
C 5.3128 -1.1406 -0.2261 -0.150
C 6.2518 -2.1422 -0.4346 -0.034
C 7.6081 -1.8461 -0.3922 -0.082
C 8.0219 -0.5460 -0.1440 -0.087
C 7.0847 0.4591 0.0619 -0.069
C 5.7319 0.1614 0.0221 -0.008
H 2.2611 -2.8436 -0.5857 0.076
H 3.7081 -3.5159 0.1964 0.098
H 3.7442 -3.1534 -1.5276 0.092
H 5.9328 -3.1579 -0.6282 0.106
H 8.3371 -2.6297 -0.5519 0.100
H 9.0794 -0.3145 -0.1102 0.100
H 7.4078 1.4737 0.2545 0.105
H 4.9829 0.9267 0.1798 0.124
C -4.6142 -1.2010 -0.4056 -0.067
C -3.1962 -0.9039 -0.9322 -0.150
N -2.6800 0.3012 -0.2808 -0.171
C -3.4108 1.4790 -0.7195 -0.149
C -4.9318 1.2286 -0.5660 -0.068
N -5.0833 0.0289 0.3264 -0.097
C -4.2675 0.2284 1.5904 -0.129
C -2.7876 0.1458 1.1761 -0.237
H -4.6311 -2.0185 0.3154 0.134
H -5.3416 -1.3998 -1.1938 0.120
H -3.2118 -0.7392 -2.0118 0.127
H -2.4983 -1.7294 -0.7081 0.073
H -3.1664 1.7065 -1.7555 0.122
H -3.0928 2.3324 -0.1239 0.103
H -5.4250 0.9820 -1.5066 0.122
H -5.4536 2.0586 -0.0916 0.126
H -6.0561 -0.0881 0.5878 0.173
H -4.5557 -0.5317 2.3112 0.063
H -4.5453 1.2049 1.9838 0.115
H -2.3646 -0.8185 1.4584 0.085
H -2.2224 0.9236 1.6874 0.095
F -1.1650 3.3280 -1.8613 -0.101
C -0.6658 3.1837 -0.5266 -0.288
F -1.6110 3.9640 0.2166 -0.105
C 0.5463 4.0994 -0.5450 -0.625
F 1.5028 3.6025 -1.3706 0.084
F 1.1019 4.1859 0.6849 0.094
F 0.3415 5.3835 -0.9511 0.086
C -0.7064 -3.8163 -0.1228 -0.406
O -0.8924 -2.4605 -0.1795 -0.606
H -1.6479 -4.4108 -0.1340 0.041
H -0.1760 -4.1594 0.7922 0.045
H -0.1116 -4.2281 -0.9712 0.037
I -3.0567 -0.0104 4.9025 0.378
C -1.0656 -0.5299 4.0536 -0.662
H -0.9128 -1.4972 4.5540 -0.152
H -0.4496 0.1818 4.6245 -0.152
```

Computed properties:
- Spin multiplicity: 1
- Kohn-Sham gap: 4.9 eV
- Maximum force: 1.64 eV/A
- LUMO energy: 1.8 eV
- Net charge: -1

***

Molecular formula: C3H3MgO2Rb
Method: DFT, ωB97M-V/def2-TZVPD

Geometry as XYZ:
```
10
Properties=species:S:1:pos:R:3:lowdin_charge:R:1
H -4.1007 1.3572 -0.2008 0.098
O -0.5776 0.2188 0.0418 -0.242
C -1.5365 -0.6581 0.1719 -0.502
C -1.5696 -1.9592 -0.1146 0.153
C -3.0268 1.1217 -0.2235 0.021
O -2.8814 -0.1250 -0.0307 -0.001
Mg -1.0976 2.1029 -0.2593 1.300
Rb 2.7996 -0.4951 -0.1285 0.965
H -0.6593 -2.4923 -0.3856 0.087
H -2.3073 -2.4772 0.5294 0.120
```

Computed properties:
- Spin multiplicity: 1
- Kohn-Sham gap (alpha / beta): 6.3 / 6.3 eV
- Maximum force: 3.16 eV/A
- LUMO energy (alpha / beta): -9.5 / -9.5 eV
- Net charge: +2